[1]
Below is a molecular structure, C42H56ClHoN5O5PS in a non-equilibrium geometry, with properties calculated with the ωB97M-V functional and the def2-TZVPD basis.

Each line ends with the Löwdin charge.
CARTESIAN COORDINATES (ANGSTROEM)
Ho: -14.956 12.004 8.352  1.427
C: -15.637 15.101 3.656  0.006
N: -15.832 14.924 5.122  -0.097
C: -16.449 16.058 5.896  0.027
C: -15.563 13.789 5.779  -0.359
O: -15.768 13.711 7.031  -0.115
C: -15.199 12.484 5.049  -0.056
O: -14.469 11.654 5.952  -0.232
C: -13.094 11.443 5.635  -0.047
C: -12.352 12.199 6.703  -0.394
O: -12.755 12.117 7.902  -0.123
N: -11.231 12.803 6.342  -0.126
C: -11.181 13.640 5.150  -0.012
C: -10.114 12.894 7.310  0.015
H: -16.054 14.249 3.131  0.094
H: -16.206 15.979 3.329  0.104
H: -14.575 15.249 3.450  0.098
H: -17.295 16.480 5.350  0.104
H: -16.735 15.726 6.867  0.067
H: -15.642 16.814 5.948  0.113
H: -16.201 11.949 4.908  0.185
H: -14.691 12.617 4.068  0.140
H: -12.912 10.386 5.701  0.153
H: -12.911 11.782 4.610  0.135
H: -10.774 13.074 4.277  0.119
H: -12.200 13.885 4.883  0.074
H: -10.617 14.575 5.360  0.119
H: -9.329 13.507 6.819  0.105
H: -10.418 13.240 8.337  0.107
H: -9.695 11.876 7.372  0.101
Cl: -21.967 9.736 8.856  0.712
C: -20.336 10.123 8.528  -0.674
C: -19.528 9.093 7.991  -0.077
C: -18.165 9.206 7.950  0.008
C: -17.597 10.496 8.203  -0.344
O: -16.521 10.808 7.577  -0.250
C: -18.349 11.444 9.018  -0.131
C: -17.758 12.558 9.661  -0.125
O: -16.505 12.635 9.913  -0.182
C: -19.750 11.325 9.000  -0.030
H: -20.022 8.230 7.540  0.120
H: -17.539 8.428 7.555  0.117
H: -18.360 13.414 9.976  0.148
H: -20.406 12.135 9.272  0.118
N: -13.931 14.457 9.242  0.032
C: -14.535 14.824 10.473  -0.344
C: -15.670 15.697 10.583  -0.022
C: -16.081 16.167 11.826  -0.053
C: -15.433 15.635 12.960  -0.066
C: -14.485 14.645 12.843  -0.089
C: -14.157 14.123 11.587  -0.388
P: -13.374 12.514 11.514  1.058
C: -11.668 12.982 11.793  -0.395
C: -11.270 14.259 12.194  -0.070
C: -9.948 14.509 12.589  -0.051
C: -9.055 13.451 12.655  -0.066
C: -9.410 12.217 12.152  -0.082
C: -10.702 11.984 11.721  -0.130
C: -14.089 11.691 12.935  -0.386
C: -13.228 11.298 13.995  -0.083
C: -13.800 10.880 15.193  -0.085
C: -15.171 10.803 15.398  -0.045
C: -16.013 11.191 14.322  -0.057
C: -15.478 11.677 13.164  -0.104
H: -12.868 14.520 9.315  0.131
H: -14.296 15.035 8.457  0.096
H: -16.145 15.976 9.646  0.103
H: -16.872 16.901 11.998  0.115
H: -15.701 15.966 13.967  0.116
H: -14.004 14.178 13.703  0.124
H: -11.945 15.122 12.097  0.110
H: -9.665 15.532 12.728  0.107
H: -8.075 13.593 13.074  0.111
H: -8.723 11.403 12.155  0.101
H: -11.088 10.943 11.472  0.111
H: -12.158 11.079 13.801  0.109
H: -13.112 10.542 15.968  0.111
H: -15.560 10.503 16.328  0.094
H: -17.087 11.084 14.336  0.109
H: -16.044 12.118 12.350  0.094
C: -8.598 5.971 6.744  -0.114
C: -9.396 7.178 7.274  -0.251
C: -10.181 6.899 8.636  -0.174
C: -10.676 8.072 9.474  -0.174
N: -12.075 8.401 9.200  0.021
C: -13.077 8.776 9.972  -0.677
S: -14.535 9.337 9.110  0.619
N: -13.177 8.561 11.336  0.026
C: -12.775 7.317 11.989  -0.183
C: -13.983 6.385 12.218  -0.178
C: -15.099 6.957 13.116  -0.278
C: -15.871 5.980 14.000  -0.109
H: -8.457 6.035 5.652  0.076
H: -9.207 5.063 6.996  0.085
H: -7.619 5.839 7.230  0.079
H: -10.084 7.536 6.500  0.090
H: -8.663 8.005 7.412  0.104
H: -9.525 6.340 9.334  0.122
H: -11.019 6.227 8.465  0.113
H: -10.116 8.973 9.295  0.111
H: -10.603 7.857 10.572  0.118
H: -12.248 8.548 8.246  0.092
H: -14.036 8.887 11.758  0.092
H: -12.373 7.614 12.990  0.132
H: -11.962 6.796 11.405  0.119
H: -13.710 5.469 12.734  0.113
H: -14.311 6.057 11.239  0.112
H: -15.856 7.490 12.523  0.104
H: -14.694 7.725 13.825  0.111
H: -16.381 5.222 13.366  0.091
H: -16.684 6.470 14.517  0.066
H: -15.196 5.585 14.771  0.082

Results
LUMO level (spin up / spin down) (eV): -4.9 / -4.9
Energy relative to the best compared isomer or geometry (same formula, charge and spin) (kJ/mol): 36.26
Highest occupied orbital energy (spin up / spin down) (eV): -11.9279 / -11.9253
Net charge: +2
2S+1: 5


[2]
Below is 2 unconnected molecules or ions with the total composition C34H56N3O6S in a non-equilibrium geometry, with properties calculated with the ωB97M-V functional and the def2-TZVPD basis.

Each line ends with the Löwdin charge.
CARTESIAN COORDINATES (ANGSTROEM)
C: 2.597 -4.521 -0.886  -0.094
C: 2.028 -6.018 -1.349  -0.263
C: 2.001 -6.417 -2.941  -0.109
C: 1.602 -6.954 -0.271  -0.094
C: 0.817 -6.407 1.064  -0.204
C: -0.793 -6.530 0.774  -0.193
C: -1.546 -5.110 0.435  -0.335
C: -3.145 -5.449 0.227  -0.100
C: -1.260 -3.932 1.562  -0.157
C: -0.912 -2.494 0.781  -0.135
C: -2.360 -1.853 0.367  -0.245
C: -2.692 -0.403 1.135  -0.243
O: -1.675 0.538 0.654  -0.080
C: -0.934 1.192 1.738  -0.240
O: -1.393 1.532 2.943  -0.013
C: 0.646 1.606 1.377  -0.034
C: 1.484 2.810 2.108  0.009
C: 3.031 3.076 1.548  -0.075
C: 3.732 2.221 0.321  -0.078
C: 2.883 1.009 -0.394  -0.048
C: 1.360 0.736 0.154  0.023
C: -4.237 -0.046 0.722  -0.057
C: -4.505 0.227 -0.866  -0.377
C: -3.842 1.644 -1.437  -0.102
C: -3.802 2.853 -0.334  -0.361
C: -5.238 3.590 -0.049  -0.118
C: -2.811 4.032 -0.989  -0.101
C: -6.155 0.463 -1.010  -0.068
C: -6.992 -0.897 -1.357  -0.307
O: -6.613 -2.085 -0.554  -0.116
C: -7.077 -1.233 -2.994  -0.212
N: -6.865 -2.710 -3.301  -0.046
O: -4.126 -0.853 -1.780  -0.222
S: -2.592 -1.508 -1.459  0.878
O: -1.402 -0.714 -2.114  -0.362
O: -2.562 -2.916 -2.172  -0.375
H: 3.213 -3.990 -1.727  0.077
H: 1.656 -3.901 -0.516  0.054
H: 3.230 -4.734 0.102  0.089
H: 2.550 -7.454 -3.145  0.088
H: 2.600 -5.574 -3.521  0.074
H: 0.908 -6.503 -3.359  0.083
H: 1.869 -8.094 -0.351  0.111
H: 1.059 -7.123 1.967  0.108
H: 1.183 -5.335 1.379  0.092
H: -1.391 -7.026 1.677  0.120
H: -0.965 -7.271 -0.144  0.129
H: -1.146 -4.674 -0.595  0.130
H: -3.874 -4.675 0.718  0.071
H: -3.376 -5.588 -0.934  0.101
H: -3.350 -6.503 0.724  0.079
H: -0.428 -4.229 2.347  0.112
H: -2.264 -3.831 2.201  0.122
H: -0.167 -2.670 -0.105  0.110
H: -0.461 -1.799 1.641  0.131
H: -3.228 -2.587 0.690  0.134
H: -2.655 -0.649 2.278  0.174
H: 0.971 3.436 2.955  0.103
H: 3.691 3.950 2.007  0.058
H: 4.816 2.428 -0.102  0.075
H: 3.321 0.378 -1.277  0.092
H: 0.745 -0.115 -0.393  0.091
H: -4.893 -0.982 1.066  0.149
H: -4.602 0.844 1.426  0.146
H: -2.738 1.508 -1.834  0.118
H: -4.457 2.064 -2.371  0.140
H: -3.311 2.581 0.693  0.116
H: -5.050 4.586 0.568  0.092
H: -5.886 3.778 -1.008  0.093
H: -5.875 2.883 0.663  0.068
H: -2.667 3.839 -2.143  0.085
H: -1.782 4.060 -0.421  0.078
H: -3.330 5.076 -0.881  0.071
H: -6.411 1.259 -1.838  0.129
H: -6.547 0.901 0.013  0.121
H: -8.126 -0.672 -1.055  0.147
H: -7.497 -2.564 -0.408  0.124
H: -6.131 -0.675 -3.459  0.112
H: -8.019 -0.764 -3.508  0.123
H: -7.311 -2.935 -4.233  0.074
H: -5.832 -2.891 -3.479  0.084
C: 5.720 5.867 -0.281  -0.073
C: 6.251 5.792 1.138  -0.171
N: 7.703 5.995 1.265  -0.038
C: 8.606 6.389 0.288  0.019
C: 9.841 6.416 0.873  0.016
N: 9.665 6.052 2.195  -0.098
C: 8.364 5.815 2.422  0.002
C: 10.710 5.935 3.203  0.022
H: 6.219 5.139 -0.927  0.088
H: 4.646 5.658 -0.297  0.089
H: 5.875 6.864 -0.706  0.086
H: 6.025 4.805 1.559  0.118
H: 5.759 6.546 1.762  0.137
H: 8.268 6.597 -0.712  0.133
H: 10.829 6.651 0.514  0.140
H: 7.925 5.522 3.369  0.179
H: 10.705 4.917 3.602  0.109
H: 10.511 6.650 4.005  0.109
H: 11.688 6.146 2.761  0.107

Results
LUMO level (eV): -3.1
Highest occupied orbital energy (eV): -8.9977
Net charge: +1


[3]
Below is a molecular structure, C42H49BrF3N3O5PSZr in a non-equilibrium geometry, with properties calculated with the ωB97M-V functional and the def2-TZVPD basis.

Each line ends with the Löwdin charge.
CARTESIAN COORDINATES (ANGSTROEM)
Zr: 0.632 -0.170 -0.157  1.715
C: -2.959 0.530 -0.765  -0.084
C: -1.813 1.303 -0.553  -0.172
C: -1.550 1.791 0.727  -0.131
C: -2.384 1.466 1.788  -0.062
C: -3.478 0.651 1.580  -0.035
C: -3.776 0.193 0.295  -0.046
H: -3.216 0.203 -1.765  0.111
H: -1.234 1.641 -1.408  0.088
H: -0.736 2.480 0.899  0.078
H: -2.168 1.845 2.779  0.120
H: -4.117 0.383 2.413  0.122
H: -4.657 -0.415 0.125  0.117
O: 4.910 -0.595 5.800  0.063
C: 4.286 0.023 4.962  -0.677
O: 4.031 1.253 4.778  -0.001
C: 3.564 -0.563 3.745  -0.045
C: 4.176 -0.577 2.482  0.026
C: 3.401 -0.551 1.364  -0.143
N: 2.052 -0.511 1.420  -0.119
C: 1.477 -0.748 2.631  -0.202
C: 2.185 -0.854 3.781  0.085
C: -0.012 -0.886 2.583  -0.484
O: -0.717 -0.970 3.534  0.175
O: -0.459 -0.860 1.289  -0.272
H: 5.256 -0.547 2.394  0.140
H: 3.842 -0.529 0.382  0.082
H: 1.667 -1.036 4.714  0.153
F: 4.927 -2.754 -1.712  0.141
C: 4.269 -2.878 -2.874  -0.613
F: 5.184 -2.921 -3.852  0.148
F: 3.631 -4.052 -2.861  0.152
C: 3.321 -1.722 -3.083  -0.102
C: 3.480 -0.892 -4.166  0.034
C: 2.663 0.236 -4.321  -0.031
C: 1.754 0.502 -3.341  -0.139
N: 1.569 -0.316 -2.287  -0.134
C: 2.287 -1.450 -2.160  -0.660
S: 1.868 -2.437 -0.809  0.786
H: 4.252 -1.107 -4.892  0.135
H: 2.768 0.897 -5.169  0.119
H: 1.142 1.397 -3.365  0.111
Br: -3.143 -4.778 -3.901  0.844
C: -2.271 -3.463 -2.905  -0.682
C: -1.803 -2.316 -3.525  -0.077
C: -1.147 -1.383 -2.752  -0.144
N: -0.930 -1.528 -1.441  -0.088
C: -1.413 -2.636 -0.857  -0.136
C: -2.091 -3.619 -1.544  -0.070
H: -1.946 -2.147 -4.583  0.116
H: -0.791 -0.470 -3.208  0.107
H: -1.255 -2.731 0.205  0.112
H: -2.458 -4.493 -1.023  0.120
O: 1.409 1.822 -0.356  -0.493
P: 2.289 3.077 -0.016  0.952
C: 1.232 4.525 -0.321  -0.321
C: 0.111 4.261 -1.345  -0.176
C: 0.569 4.417 -2.794  -0.192
C: 1.121 5.822 -3.023  -0.185
C: 2.296 6.089 -2.084  -0.182
C: 1.922 5.877 -0.613  -0.169
C: 2.761 3.013 1.729  -0.305
C: 3.470 4.275 2.288  -0.153
C: 2.534 5.329 2.888  -0.182
C: 1.604 4.716 3.928  -0.179
C: 0.753 3.633 3.278  -0.185
C: 1.637 2.537 2.681  -0.167
C: 3.736 2.990 -1.129  -0.299
C: 4.270 1.548 -1.328  -0.176
C: 5.456 1.156 -0.446  -0.196
C: 6.584 2.166 -0.570  -0.183
C: 6.079 3.518 -0.092  -0.183
C: 4.893 4.012 -0.928  -0.169
H: 0.755 4.616 0.656  0.095
H: -0.673 4.999 -1.149  0.136
H: -0.336 3.286 -1.179  0.050
H: -0.264 4.211 -3.468  0.118
H: 1.352 3.681 -3.020  0.088
H: 0.323 6.549 -2.828  0.122
H: 1.427 5.958 -4.061  0.116
H: 2.651 7.113 -2.204  0.122
H: 3.126 5.439 -2.370  0.092
H: 1.201 6.650 -0.331  0.130
H: 2.784 6.034 0.034  0.092
H: 3.505 2.209 1.701  0.105
H: 4.110 4.736 1.537  0.083
H: 4.130 3.918 3.084  0.132
H: 1.933 5.811 2.110  0.093
H: 3.145 6.115 3.335  0.122
H: 0.975 5.481 4.385  0.117
H: 2.203 4.263 4.725  0.129
H: 0.101 4.087 2.521  0.097
H: 0.092 3.171 4.016  0.120
H: 1.016 1.795 2.195  0.063
H: 2.149 2.031 3.504  0.110
H: 3.235 3.250 -2.068  0.096
H: 4.590 1.469 -2.369  0.123
H: 3.457 0.840 -1.211  0.055
H: 5.792 0.158 -0.739  0.122
H: 5.157 1.094 0.605  0.084
H: 6.900 2.236 -1.617  0.123
H: 7.451 1.852 0.010  0.121
H: 6.867 4.269 -0.150  0.123
H: 5.805 3.428 0.961  0.106
H: 5.273 4.250 -1.925  0.125
H: 4.528 4.949 -0.520  0.083

Results
LUMO level (eV): -3.6
Energy relative to the best compared isomer or geometry (same formula, charge and spin) (kJ/mol): 46.20
Highest occupied orbital energy (eV): -10.5260
Net charge: +1


[4]
Below is 2 unconnected molecules or ions with the total composition C5H12N2O, with properties calculated with the ωB97M-V functional and the def2-TZVPD basis.

Each line ends with the Löwdin charge.
CARTESIAN COORDINATES (ANGSTROEM)
C: -0.956 -1.699 -0.882  -0.267
C: -1.369 -1.747 -2.145  0.005
C: 0.278 -3.584 -0.465  -0.048
N: 0.204 -2.328 -0.414  -0.022
H: -1.462 -1.083 -0.149  0.082
H: -0.780 -2.306 -2.861  0.054
H: -2.240 -1.201 -2.469  0.046
H: 1.199 -4.073 -0.164  0.066
H: -0.549 -4.199 -0.832  0.081
C: 1.743 2.687 0.529  -0.138
N: 0.535 1.907 0.374  -0.119
C: -0.200 1.712 1.586  -0.343
O: -1.338 0.920 1.330  -0.069
H: 1.479 3.658 0.963  0.078
H: 2.172 2.896 -0.447  0.076
H: 2.485 2.230 1.195  0.077
H: 0.705 1.015 -0.079  0.107
H: 0.342 1.185 2.385  0.125
H: -0.479 2.695 1.988  0.119
H: -1.767 1.316 0.557  0.090

Results
LUMO level (eV): 1.1
Energy relative to the best compared isomer or geometry (same formula, charge and spin) (kJ/mol): 300.68
Highest occupied orbital energy (eV): -8.9856
Net charge: 0
Structure (SMILES): C=CN=C.CNCO


| no. | molar mass (Da) | DFT total energy (Ha) |
| --- | --- | --- |
| 1 | 974.36 | -4431.44945 |
| 2 | 634.90 | -2342.01668 |
| 3 | 967.03 | -5830.58661 |
| 4 | 116.16 | -382.38801 |